Run P
This record from the OMol25 dataset describes a cluster of 2 separate species, C5H14N3 in total. The level of theory is ωB97M-V/def2-TZVPD.

```
22
Properties=species:S:1:pos:R:3:lowdin_charge:R:1
C 2.4718 -0.2322 -0.1359 -0.1305
C 2.9156 0.9264 -0.7970 -0.0365
C -1.1634 -1.3861 0.8345 -0.0167
C -1.0202 0.9953 0.9750 -0.0468
C -0.2915 -0.0206 -0.9363 -0.1122
N 2.7985 -1.2252 0.4124 0.2706
N -2.7963 -0.1301 -0.3580 0.1434
N -1.3387 -0.1278 0.0492 -0.4807
H 3.9163 0.7922 -1.1904 0.1122
H 2.0551 1.2560 -1.4364 0.1024
H 2.9826 1.8333 -0.1304 0.1335
H -1.6603 -2.1314 0.3706 0.0566
H -0.0983 -1.5573 1.0200 0.0822
H -1.7142 -1.1880 1.8131 0.1334
H -2.0007 1.3498 1.4727 0.1280
H -0.1669 0.6120 1.5325 0.0901
H -0.8526 1.9971 0.3692 0.1357
H -0.3125 0.9732 -1.2765 0.0098
H -0.3445 -0.6909 -1.8137 0.0613
H 2.4951 -2.1683 0.8046 0.1727
H -3.1244 0.8244 -0.3898 0.0934
H -2.7506 -0.7018 -1.1894 0.0981
```

The HOMO energy comes out at -11.3 eV. As for the charge: +1.

---

Run Q
This record from the OMol25 dataset describes the ion C5H14N3 with charge +1. The level of theory is ωB97M-V/def2-TZVPD.

```
22
Properties=species:S:1:pos:R:3:lowdin_charge:R:1
C -0.5193 -0.2956 1.1147 0.0165
C -1.0526 0.1685 -2.4296 -0.1149
C -0.3062 -2.7056 1.2854 -0.0015
C 1.5243 1.2685 1.4108 0.0018
C -0.3238 1.2246 -1.6887 -0.3603
N 0.5387 0.6734 -0.6965 -0.0129
N 0.1896 -1.3006 1.5380 0.0175
N 0.2356 0.9895 0.6591 -0.2122
H -1.5058 -0.2669 0.7812 0.1228
H -0.4566 -0.6678 -2.6421 0.0457
H -1.9912 -0.2793 -1.7833 0.1206
H -1.5004 0.5948 -3.3732 0.0939
H -1.0927 -3.1493 1.9041 0.0869
H -0.8125 -2.6115 0.2804 0.1061
H 0.6175 -3.4139 1.4120 0.1363
H 2.2435 0.5096 1.1423 0.0869
H 2.0996 2.0087 0.9363 0.0860
H 1.3558 1.2175 2.5445 0.1363
H 0.4042 1.8412 -2.3393 0.1455
H -0.9216 2.0991 -1.2577 0.1223
H 0.9330 -0.9854 2.1378 0.1354
H -0.4664 1.9036 0.6447 0.2414
```

The HOMO energy comes out at -12.1 eV. As for the charge: +1.

---

Which structure loses on stability? run P does.

---

Run P
This record from the OMol25 dataset describes a cluster of 4 separate species, C3H4N2O3 in total. The level of theory is ωB97M-V/def2-TZVPD.

```
12
Properties=species:S:1:pos:R:3:lowdin_charge:R:1
C -0.1142 -0.2783 -0.7290 -0.6248
C -1.2998 0.3720 -0.8300 0.0362
C -0.4951 1.0958 1.0421 -0.4381
H 2.3702 -0.2133 -1.2199 0.3183
H 0.3996 -2.9259 -1.0076 0.2699
H -2.1530 0.2023 -1.6159 0.1620
H 0.6050 -0.0876 1.9947 0.2655
N 0.4948 -1.1512 -1.4130 0.0789
N 0.5303 0.6293 0.1793 -0.1020
O -1.7031 1.1024 0.4070 0.0949
O -0.0738 1.2778 2.2089 0.0917
O 1.4392 -0.0233 0.9834 -0.1524
```

The HOMO energy comes out at -8.8 eV. As for the charge: 0.

---

Run Q
This record from the OMol25 dataset describes a structure of composition C3H4N2O3. The level of theory is ωB97M-V/def2-TZVPD.

```
12
Properties=species:S:1:pos:R:3:lowdin_charge:R:1
C -0.6835 -0.0415 0.1764 -0.3659
C 1.2278 0.7005 -0.5188 -0.4187
C 0.3316 -0.7551 0.5405 -0.4403
H -2.3808 0.0967 -0.6986 0.1299
H -2.1339 0.8282 0.8701 0.1334
H 2.9033 1.0376 -1.2871 0.1387
H -0.8579 -2.0915 0.9280 0.2093
N -2.0592 -0.0770 0.3046 0.1031
N 1.5169 -0.4224 0.0324 0.2330
O -0.1153 1.0140 -0.5978 0.1280
O 2.0984 1.5601 -1.0900 0.1219
O 0.1527 -1.8497 1.3402 0.0277
```

The HOMO energy comes out at -8.5 eV. As for the charge: 0.

---

Which structure loses on stability? run P does.

---

Run P
This record from the OMol25 dataset describes an isolated molecule of C5H16N2Si2. The level of theory is ωB97M-V/def2-TZVPD.

```
25
Properties=species:S:1:pos:R:3:lowdin_charge:R:1
C -2.5052 -0.0057 0.4808 -0.1014
C -1.9643 1.3139 -1.7262 -0.0684
C 0.5529 -2.3720 1.6419 -0.1944
C 2.2340 1.4392 0.8410 -0.2382
C -1.4857 0.7663 -0.3466 -0.4802
N 2.7976 -0.8056 -1.0422 -0.1886
N -0.2141 -0.0756 -0.5113 -0.2587
Si 0.3241 -1.6385 -0.1734 0.7119
Si 1.9045 0.5485 -0.8173 0.3905
H -2.7718 -1.0158 0.2087 0.0739
H -2.2078 0.0124 1.5502 0.0857
H -3.3002 0.6305 0.6527 0.0419
H -2.4210 0.4689 -2.3659 0.1076
H -1.1663 1.7655 -2.2126 0.0119
H -2.6850 2.1756 -1.4521 0.1020
H 0.7417 -3.4148 1.6728 0.0070
H 1.2727 -1.8056 2.0900 -0.0259
H -0.3406 -2.1165 2.2028 0.0120
H 1.6777 1.0267 1.6743 0.0034
H 3.3442 1.4492 1.1307 0.0458
H 2.0976 2.5192 0.6571 0.0101
H -1.1571 1.5631 0.3806 0.1352
H 3.1595 -1.1523 -1.8741 -0.0840
H 0.8231 -2.8009 -0.8902 -0.0587
H 1.2895 1.5242 -1.7716 -0.0406
```

The HOMO energy comes out at -8.5 eV. As for the charge: 0.

---

Run Q
This record from the OMol25 dataset describes an isolated molecule of C5H16N2Si2. The level of theory is ωB97M-V/def2-TZVPD.

```
25
Properties=species:S:1:pos:R:3:lowdin_charge:R:1
C 1.2197 -2.1720 -0.5644 -0.0536
C 0.0613 -0.4908 -1.9956 -0.0526
C 2.0370 0.1475 -0.6019 -0.0711
C -2.8202 1.0844 0.0085 -0.2111
C 0.7676 -0.6918 -0.6358 -0.7508
N -0.6842 1.4428 2.0526 -0.2535
N -0.1088 -0.1686 0.3266 -0.1777
Si 0.0389 -0.0664 2.5158 0.6749
Si -0.9935 1.2460 0.3614 0.2663
H 2.0411 -2.3024 -1.2605 0.0710
H 1.5552 -2.2185 0.5395 0.0877
H 0.2939 -2.8823 -0.6880 0.1144
H 0.1369 0.4600 -2.3743 0.0370
H -0.9317 -0.5054 -1.6343 0.0395
H 0.2511 -1.3072 -2.7747 0.1146
H 1.7644 1.2112 -0.6549 0.0667
H 2.4730 0.0794 0.3671 0.0617
H 2.6949 0.0153 -1.3569 0.0437
H -3.3162 0.2242 0.5865 0.0647
H -3.1367 2.0573 0.3320 -0.0073
H -3.0144 1.0810 -1.1026 0.0378
H -0.8094 2.2354 2.6413 0.0148
H 1.4980 0.1803 3.0730 -0.0434
H -0.7650 -0.9336 3.3564 -0.0854
H -0.2528 2.2743 -0.5167 0.0119
```

The HOMO energy comes out at -8.2 eV. As for the charge: 0.

---

Which structure loses on stability? run P does.

---

Run P
This record from the OMol25 dataset describes an isolated molecule of C4H7ClS. The level of theory is ωB97M-V/def2-TZVPD.

```
13
Properties=species:S:1:pos:R:3:lowdin_charge:R:1
C -1.1483 0.4127 1.2541 -0.1479
C -0.7559 -0.7438 0.3930 -0.2326
C 0.2699 -0.8609 -0.4090 -0.8020
Cl 0.9666 -2.2288 -1.3216 0.6120
C 1.2119 0.1635 -0.7736 -0.8112
S 0.8648 0.5958 -2.4616 0.6861
H -2.2120 0.9969 1.1986 0.1240
H -0.3143 1.2847 1.1671 0.0802
H -0.5973 0.1763 2.3685 0.1440
H -1.4756 -1.5989 0.6994 0.1374
H 2.3677 -0.2677 -0.4977 0.1503
H 1.0630 1.0256 -0.1676 0.0203
H -0.2405 1.0445 -1.4496 0.0394
```

Its SMILES is C/C=C(/Cl)CS. The HOMO energy comes out at -9.1 eV. As for the charge: 0.

---

Run Q
This record from the OMol25 dataset describes an isolated molecule of C4H7ClS. The level of theory is ωB97M-V/def2-TZVPD.

```
13
Properties=species:S:1:pos:R:3:lowdin_charge:R:1
C 2.0779 -0.5224 -0.6875 -0.1322
C 0.9464 0.1728 0.0144 -0.6873
Cl 1.0025 1.9513 -0.0417 0.6216
C -0.2116 -0.4287 0.4027 -0.2630
C -1.4877 0.2704 0.8161 -0.5670
S -2.3054 0.6880 -0.7878 0.6779
H 2.0709 -1.6409 -0.5037 0.0993
H 3.0272 -0.0710 -0.5065 0.0492
H 1.9414 -0.4071 -1.8080 0.0998
H -0.2269 -1.5260 0.4472 0.1119
H -2.0075 -0.5393 1.3650 0.0761
H -1.3315 1.1153 1.4740 0.0590
H -3.4956 0.9377 -0.1842 -0.1453
```

Its SMILES is C/C(Cl)=C/CS. The HOMO energy comes out at -9.0 eV. As for the charge: 0.

---

Which structure loses on stability? run P does.

---

Run P
This record from the OMol25 dataset describes an isolated molecule of C4H8O. The level of theory is ωB97M-V/def2-TZVPD.

```
13
Properties=species:S:1:pos:R:3:lowdin_charge:R:1
C -0.4375 1.4534 0.3880 -0.0167
C 0.1016 0.0861 0.0796 -0.5193
O 1.2944 -0.0114 0.9710 -0.0809
C 0.3642 -0.5981 -1.2177 -0.0730
C -0.5435 -1.2333 -0.1852 -0.0768
H -1.4157 1.4949 0.8876 0.0784
H -0.3876 2.2002 -0.4172 0.0806
H 0.4430 1.5199 1.0942 0.0918
H 1.0261 -0.3218 1.8527 0.0991
H -0.0793 -0.2509 -2.1501 0.1067
H 1.3764 -0.9762 -1.3011 0.1046
H -1.6063 -1.3138 -0.4047 0.1045
H -0.1359 -2.0490 0.4028 0.1009
```

Its SMILES is CC1(O)CC1. The HOMO energy comes out at -10.3 eV. As for the charge: 0.

---

Run Q
This record from the OMol25 dataset describes an isolated molecule of C4H8O. The level of theory is ωB97M-V/def2-TZVPD.

```
13
Properties=species:S:1:pos:R:3:lowdin_charge:R:1
C -2.1788 0.3110 -0.1024 -0.1183
C -1.2284 -0.6775 0.4804 -0.0920
O -0.2344 -0.7787 -0.3846 -0.1464
C 1.0288 -0.8101 0.2966 -0.2497
C 1.7593 0.4209 -0.2128 -0.0677
H -2.0519 1.1167 0.6426 0.0857
H -3.2222 0.0068 -0.0486 0.0673
H -1.8825 0.6967 -1.0855 0.0741
H 0.7690 -0.7425 1.3558 0.0978
H 1.5545 -1.7471 0.1143 0.1159
H 1.0556 1.2609 -0.2596 0.0795
H 2.5824 0.6960 0.4493 0.0761
H 2.1435 0.2627 -1.2245 0.0777
```

The HOMO energy comes out at -8.3 eV. As for the charge: 0.

---

Run R
This record from the OMol25 dataset describes an isolated molecule of C4H8O. The level of theory is ωB97M-V/def2-TZVPD.

```
13
Properties=species:S:1:pos:R:3:lowdin_charge:R:1
C 0.3457 0.9567 1.2005 -0.0715
C 0.6532 0.2780 -0.1184 -0.2904
C 0.2775 -1.1812 -0.2327 -0.0774
C -0.3861 -0.1592 -1.1107 -0.3455
O -1.7055 0.2756 -0.9746 -0.0083
H 1.1625 0.7239 1.8947 0.0768
H -0.5798 0.5889 1.6565 0.0759
H 0.2737 2.0467 1.1261 0.0748
H 1.5998 0.5879 -0.5554 0.1287
H 0.9769 -1.8745 -0.6920 0.0979
H -0.2825 -1.5975 0.6033 0.1077
H -0.0732 -0.2137 -2.1549 0.1390
H -2.2619 -0.4318 -0.6423 0.0922
```

Its SMILES is C[C@H]1C[C@H]1O. The HOMO energy comes out at -9.7 eV. As for the charge: 0.

---

Which structure loses on stability? run Q does.

---

Run P
This record from the OMol25 dataset describes a cluster of 2 separate species, CH2N4 in total. The level of theory is ωB97M-V/def2-TZVPD.

```
7
Properties=species:S:1:pos:R:3:lowdin_charge:R:1
N 0.5348 -0.8762 1.5171 0.1083
C 0.6155 -0.5003 0.3849 -0.4595
N 0.3318 -0.5337 -0.7904 0.0934
H 1.2311 -1.4312 2.1563 0.1282
H 0.2881 0.1386 -1.5844 0.0422
N -1.9139 1.8133 -0.5446 0.0820
N -1.0874 1.3895 -1.1389 0.0055
```

Its SMILES is N=C=N.N#N. The HOMO energy comes out at -9.9 eV. As for the charge: 0.

---

Run Q
This record from the OMol25 dataset describes an isolated molecule of CH2N4. The level of theory is ωB97M-V/def2-TZVPD.

```
7
Properties=species:S:1:pos:R:3:lowdin_charge:R:1
C -0.4710 0.6312 -0.0187 -0.2176
N 0.6969 1.1923 -0.0062 0.0072
N 1.5861 0.1777 -0.0067 -0.0566
N 1.0015 -0.9671 -0.0172 -0.0103
N -0.3113 -0.6953 -0.0267 0.0024
H -1.4778 1.0695 -0.0106 0.1234
H -1.0244 -1.4083 0.0861 0.1516
```

Its SMILES is c1nnn[nH]1. The HOMO energy comes out at -11.0 eV. As for the charge: 0.

---

Run R
This record from the OMol25 dataset describes an isolated molecule of CH2N4. The level of theory is ωB97M-V/def2-TZVPD.

```
7
Properties=species:S:1:pos:R:3:lowdin_charge:R:1
C 0.2057 -0.6240 -0.3522 -0.2829
N 1.2647 0.0720 -0.5830 0.0306
N 0.9247 1.2652 -0.0664 -0.0586
N -0.2430 1.2633 0.4829 0.0010
N -0.6984 0.0147 0.2878 0.0117
H 0.0865 -1.7163 -0.5497 0.1349
H -1.5402 -0.2748 0.7806 0.1632
```

Its SMILES is c1nnn[nH]1. The HOMO energy comes out at -10.9 eV. As for the charge: 0.

---

Which structure loses on stability? run R does.